1.
Computed, not measured: an isolated ion of composition CH4NO2S and charge -1, with ωB97M-V with the def2-TZVPD basis set.

Geometry (Å):
1 C -0.9099 0.6890 -0.0903
2 S 0.7728 -0.0860 -0.2240
3 N 0.4136 -2.1099 0.0332
4 O 1.4988 0.3758 0.9544
5 O 1.2426 0.5021 -1.5120
6 H -0.8890 1.6657 0.2040
7 H -1.3079 0.7306 -1.0474
8 H -1.3520 0.0383 0.6015
9 H 0.5311 -1.8056 1.0807

Cartesian forces (eV/Å) of the 6 atoms listed first:
1.9570 -2.2428 -0.0654
-1.0394 -1.3077 -0.9691
0.9202 4.9101 1.1977
0.1494 -0.0342 0.2824
-0.1457 -1.3639 1.0045
0.6816 2.5979 1.3405

Summary:
SMILES   C[S@](=N)(=O)[O-]
Max |F|   5.1 eV/Å
Lowest unoccupied orbital energy   0.158 hartree
Orbital gap   7.75 eV
Charge   -1
Relative energy (zero: lowest compared OMol25 entry of this formula, charge and spin)   4.7436 eV
Total energy   -643.85855 a.u.

***

2.
Computed, not measured: a 2-piece molecular cluster, CH4NO2S2 overall, with ωB97M-V with the def2-TZVPD basis set.

Geometry (Å):
1 S 2.3863 1.7068 -1.6579
2 S 0.5066 1.0663 -2.2751
3 H 3.1043 1.2540 -2.6887
4 H 0.4276 0.8584 -0.8858
5 N -1.2334 -1.1901 1.8436
6 C -0.9335 -0.5229 0.5956
7 O -1.5510 -0.8911 -0.3907
8 O -0.0436 0.3739 0.7263
9 H -1.9935 -1.8372 2.0899
10 H -0.6697 -0.8179 2.6428

Cartesian forces (eV/Å) of the 6 atoms listed first:
0.5928 0.4656 -0.4143
0.3548 0.0934 0.8850
0.1376 -0.0850 -0.0970
-1.2765 -0.6498 -0.1419
1.0617 0.4986 1.7598
-0.0931 -0.2534 1.5958

Summary:
Max |F|   2.1 eV/Å
Lowest unoccupied orbital energy   0.120 hartree
Orbital gap   7.65 eV
Charge   -1
Relative energy (zero: lowest compared OMol25 entry of this formula, charge and spin)   0.5913 eV
Total energy   -1042.18576 a.u.

***

3.
Computed, not measured: CH4NO3 as an isolated structure, with ωB97M-V with the def2-TZVPD basis set.

Geometry (Å):
1 C -1.9190 0.3472 -0.2627
2 N -1.4835 -0.5592 0.5051
3 O -0.2557 -0.6093 0.7606
4 O 1.7576 0.2690 -0.6013
5 O 2.7170 -0.1029 0.3850
6 H -3.0567 0.4686 -0.4224
7 H -1.2757 1.1379 -0.7097
8 H 2.8217 -1.0560 0.2393
9 H 0.6944 0.1047 0.1062

Cartesian forces (eV/Å) of the 6 atoms listed first:
-2.2429 1.9647 -1.3284
-2.7768 -0.3952 -0.0752
4.0345 0.0887 0.6656
-2.3607 0.1461 1.0068
0.8648 -0.3842 0.4350
1.9297 -0.5093 0.2777

Summary:
Max |F|   4.1 eV/Å
Lowest unoccupied orbital energy   0.171 hartree
Orbital gap   7.98 eV
Charge   -1
Relative energy (zero: lowest compared OMol25 entry of this formula, charge and spin)   6.8610 eV
Total energy   -320.82459 a.u.

***

4.
Computed, not measured: CH4NO3P as an isolated structure, with ωB97M-V with the def2-TZVPD basis set.

Geometry (Å):
1 C 0.0131 -0.1650 0.0552
2 N -0.7976 0.8478 -0.5891
3 O -2.5691 -0.2572 1.4063
4 O -3.8619 0.9486 -0.4611
5 O -2.7846 -1.3526 -0.9149
6 P -2.7973 -0.0829 -0.0729
7 H -0.5639 -0.8623 0.6659
8 H 0.3327 -0.6430 -0.8809
9 H 0.9647 0.0950 0.5944
10 H -0.7444 1.7292 -0.0699

Cartesian forces (eV/Å) of the 6 atoms listed first:
0.9861 -0.5159 -1.4066
-2.0026 0.4843 0.8476
0.1114 -0.0461 0.3825
0.9535 -0.3095 0.0890
0.4191 0.5882 0.2818
-0.3373 0.9000 -1.0576

Summary:
Max |F|   2.2 eV/Å
Lowest unoccupied orbital energy   0.278 hartree
Orbital gap   6.65 eV
Charge   -2
Relative energy (zero: lowest compared OMol25 entry of this formula, charge and spin)   0.2238 eV
Total energy   -662.33654 a.u.